No. 1
34
Properties=species:S:1:pos:R:3:nbo_charge:R:1 method="wB97M-V/def2-TZVPD" total_energy_ha=-1125.97139 e_homo_ev=-8.417 e_above_lowest_kcal_mol=57.0 charge=0 smiles="CCc1ccc(C(=O)/C=C/c2cnn(C)c2C)s1"
H 1.61908 -2.30107 -4.90020 0.227
C 1.11596 -1.39401 -4.57515 -0.649
N 3.21070 -0.63416 -3.37180 -0.172
C 2.55056 -0.05512 -1.43628 -0.023
C -2.10468 1.01694 5.21609 -0.436
H -4.43159 1.05734 3.60903 0.227
O -2.76684 -0.30655 -0.86971 -0.564
H 2.52126 0.28299 -0.43685 0.204
H -1.02956 2.81309 4.73351 0.209
H 0.33200 0.05924 0.23493 0.208
C -1.84873 -0.31563 -0.05764 0.495
H -4.22313 0.46759 1.05438 0.241
C -2.29180 0.52912 3.81323 -0.146
C 1.35447 -0.43625 -2.19791 -0.197
C -3.44154 0.28397 1.76744 -0.158
H -0.86537 2.32420 6.42385 0.212
H -2.00957 0.19296 5.92661 0.216
C -0.90772 1.92933 5.38953 -0.594
C -2.18648 -0.12686 1.36018 -0.300
C -3.50892 0.67006 3.16497 -0.276
H -2.99831 1.57499 5.53541 0.218
C -0.42169 -0.25726 -0.47223 -0.326
S -1.09948 -0.23294 2.76715 0.395
H 0.08098 -1.55633 -4.32368 0.235
H 4.55033 -2.04380 -4.28823 0.205
N 3.63652 -0.15960 -2.18714 -0.251
H 1.07298 -0.65950 -5.38765 0.227
H -0.85939 -0.63597 -2.53403 0.230
H 3.83071 -0.79609 -5.37614 0.209
H -0.01017 1.38762 5.17366 0.207
C 4.22600 -0.99682 -4.36930 -0.411
C 1.84785 -0.80832 -3.40705 0.192
H 5.12970 -0.40726 -4.19333 0.235
C -0.07410 -0.46590 -1.78563 -0.085



No. 2
14
Properties=species:S:1:pos:R:3:nbo_charge:R:1 method="wB97M-V/def2-TZVPD" total_energy_ha=-270.35644 e_homo_ev="-8.732 / -8.737" e_above_lowest_kcal_mol=126.4 charge=0
H 1.80284 1.06620 -1.83278 0.092
C 1.34466 0.72493 0.21294 -0.619
H -1.32658 1.02508 -0.29117 0.244
C -0.71243 -0.96201 0.23848 0.064
H -2.36205 0.18028 0.89924 0.213
H -2.43039 -0.23247 -0.82868 0.225
C -1.76911 0.06987 -0.01313 -0.651
O 0.23814 -1.27697 -0.79157 -0.495
H 2.42224 0.61704 0.38969 0.204
C 0.94320 1.21806 -1.14977 0.036
H -1.07813 -1.86422 0.73619 0.183
H 1.27785 -1.31686 1.05536 0.189
H 0.93892 1.40673 0.97423 0.232
C 0.71087 -0.65565 0.40097 0.083



No. 3
76
Properties=species:S:1:pos:R:3:mulliken_charge:R:1 method="wB97M-V/def2-TZVPD" total_energy_ha=-2122.99848 e_homo_ev=-11.075 e_above_lowest_kcal_mol=0.0 charge=+1
H -3.01106 4.63161 -1.64050 0.219
C 3.82517 1.15932 2.84932 -1.044
H 1.43320 -6.88994 -1.68032 0.403
O -0.18359 -1.74757 0.86926 -0.705
H -4.76929 -2.43605 -1.22752 0.471
H -4.48939 3.77066 -1.21741 0.289
N -2.25599 2.39215 -0.09467 0.796
H 3.19265 1.94195 2.43566 0.529
H -4.03933 5.23463 -0.33635 0.363
N 2.14125 -1.55658 1.10456 -0.010
H -2.25820 -2.58629 1.73309 0.236
N 3.47013 -0.11546 2.21721 0.205
H -3.70533 -3.39737 1.13157 0.372
C -3.65207 4.33591 -0.81075 -1.304
C -3.76419 -0.54299 -1.76594 0.897
N -1.63839 1.95244 1.03801 -0.129
C -4.05926 -1.66152 -0.99467 -1.270
H -1.77596 1.61748 3.83085 0.339
H 4.84819 1.37605 2.54168 0.419
C -3.26750 -2.42849 1.36325 -1.389
S 0.99426 0.70484 2.27624 -0.440
C -2.89521 3.53753 0.19432 0.949
C 2.53726 0.66243 -1.70851 -0.796
H 4.19312 -2.07364 2.22602 0.429
C 5.25310 -0.96479 0.70852 -1.064
H 2.48737 0.27461 -0.69537 -0.029
C 1.35287 -5.92890 -1.18996 -0.390
C 1.19720 1.15970 -2.13326 0.530
C -1.91531 2.79110 2.04438 0.937
H -2.13715 2.16788 -4.58471 0.238
C -0.47594 2.10817 -3.22432 0.921
C -1.36362 2.82553 -4.18598 -1.244
H -1.86108 3.67845 -3.72374 0.199
C 0.04988 -3.99861 -0.60666 -0.216
C 1.03272 -2.14498 0.72819 0.469
H -3.51162 -0.11644 -3.84171 0.225
C -2.69883 3.81831 1.53793 -1.309
C -3.28522 -1.55693 0.15306 0.639
C 0.87787 1.88533 -3.29497 -1.835
H -4.76626 0.84076 -3.05695 0.277
Au -0.83220 0.12115 1.01775 0.846
C 1.14828 -3.46455 0.06681 0.376
H -0.77049 3.19218 -5.02089 0.341
H 2.88953 -0.13266 -2.36706 0.292
C -1.44912 2.58333 3.44311 -1.527
H 6.10472 -1.64323 0.66513 0.400
H 1.54570 2.20094 -4.07841 0.490
H -0.36417 2.63498 3.51537 0.245
C 2.35067 -4.16870 0.10214 -0.307
C 4.58136 -1.07166 2.06593 -0.711
H -0.69297 -5.63667 -1.76578 0.429
N -2.85210 0.18555 -1.11424 1.013
H -3.86154 -1.97507 2.15875 0.335
H 5.28068 -0.84730 2.87131 0.483
B -2.28831 1.61033 -1.44476 -0.496
C -4.30619 -0.14641 -3.09505 -1.341
H -3.05048 2.17093 -2.16541 -0.169
H 4.05936 2.05271 4.79167 0.395
H 4.34305 0.31265 4.77699 0.345
H 3.27518 1.46550 -1.73638 0.374
H 3.38023 -5.94906 -0.48710 0.434
H 3.19799 -3.74403 0.62029 0.310
H -1.86173 3.36137 4.08072 0.375
N 0.10938 0.93401 -1.41326 0.006
N -2.55277 -0.43771 0.05259 -0.681
H 5.61814 0.04582 0.52095 0.374
C 2.24447 -0.43249 1.82516 0.201
C 2.44916 -5.40001 -0.52100 -0.752
N -0.92069 1.51499 -2.08820 0.787
H -0.87714 -3.44078 -0.64639 0.447
H -3.07447 4.66787 2.08083 0.477
H 2.69339 0.93862 4.68523 0.289
H 4.55359 -1.23735 -0.07958 0.196
H -5.05389 -0.86704 -3.41707 0.375
C 3.72099 1.10843 4.36663 -1.016
C 0.15597 -5.22691 -1.23564 -0.814



No. 4
49
Properties=species:S:1:pos:R:3:nbo_charge:R:1 method="wB97M-V/def2-TZVPD" total_energy_ha=-3117.80131 e_homo_ev="-8.812 / -8.806" s2=2.007 e_above_lowest_kcal_mol=11.0 charge=0 multiplicity=3
C 2.33057 -1.34121 -4.88133 -0.235
N -1.56735 -0.44105 4.14772 0.516
C 3.39085 1.02779 -3.16917 -0.700
C -3.22377 0.68758 2.71514 -0.231
O -0.95320 -1.53001 4.34298 -0.391
N 1.41280 0.36315 -1.80754 -0.340
O -2.50184 -3.37034 -0.03853 -0.609
O -1.54619 0.56158 4.83530 -0.351
H 3.59924 1.72713 -2.28066 0.279
N -5.05698 1.52941 1.44639 0.519
H -0.99190 -2.78881 -3.36124 0.265
N 0.56551 -1.41671 -3.16951 -0.553
O 0.38831 -0.28267 0.36136 -0.814
H 0.69893 -0.26577 2.61980 0.235
C -3.40623 -0.04610 0.36518 -0.154
C 1.64006 -0.80634 -3.78796 0.175
H -3.72375 0.19438 -0.64497 0.260
C 1.23924 1.25573 4.05645 -0.210
O -5.35027 2.05792 2.50725 -0.367
C 0.52980 -3.00454 -4.90978 -0.265
H 3.37162 1.67431 -4.04083 0.243
H 0.07146 -3.84502 -5.45905 0.241
C -2.18445 -2.22135 -0.28122 0.776
Ni 0.00785 -0.85115 -1.47885 1.460
C 1.73777 -2.53675 -5.40189 -0.118
C 1.63802 1.30916 1.65290 -0.136
C 1.26814 0.67653 0.33649 0.619
C 1.89877 2.52757 4.19542 -0.177
N 1.87448 1.08665 -0.76852 -0.441
C -2.58199 -1.11320 0.67051 -0.161
H 2.01753 2.96416 5.22787 0.223
H 0.88598 0.77109 4.94836 0.234
C 2.36018 3.16373 3.02204 -0.235
O -5.74116 1.43755 0.42564 -0.371
C 1.19314 0.68774 2.83390 -0.191
H 4.18507 0.31606 -3.42008 0.230
H 2.66653 2.99956 0.86111 0.227
H 2.97750 4.08715 3.01491 0.219
O -1.70086 -1.81138 -1.40822 -0.896
C -2.37864 -0.33348 2.94078 0.042
H 3.27497 -0.87433 -5.11837 0.241
C 2.22884 2.54900 1.78324 -0.172
H -3.39418 1.45100 3.45869 0.289
H 2.25129 -3.11880 -6.16048 0.230
C -0.07592 -2.41406 -3.81966 0.091
C 2.14980 0.24155 -2.88523 0.234
C -3.76046 0.73298 1.46897 0.100
C -2.09113 -1.34078 1.89836 -0.107
H -1.62399 -2.32660 2.15634 0.277